[1]
ORCA calculation (ωB97M-V/def2-TZVPD) on a single C21H24O4 molecule in a non-equilibrium geometry.

```
! RIJCOSX wB97M-V def2-TZVPD def2/J DEFGRID3
* xyz 0 1
C 1.636 -3.173 2.113
C 1.544 -1.636 1.886
C 0.366 -0.894 2.030
C -0.949 -1.611 2.363
C -1.983 -1.127 1.426
C -2.340 -1.739 0.239
C -1.756 -3.065 -0.225
C -3.424 -1.044 -0.512
C -2.947 0.326 -0.999
C -1.706 0.190 -1.887
C -1.307 1.554 -2.560
C -0.596 2.449 -1.495
C -0.429 1.331 -3.789
O -1.031 0.971 -4.794
O 0.913 1.543 -3.768
C 0.460 0.573 1.928
O -0.476 1.290 2.327
C 1.715 1.241 1.444
C 1.766 2.634 1.222
C 2.926 3.266 0.669
C 4.053 2.452 0.429
C 4.034 1.079 0.651
C 2.879 0.476 1.204
C 2.836 -0.987 1.515
O 3.884 -1.642 1.450
H 0.887 -3.586 2.758
H 2.587 -3.459 2.566
H 1.614 -3.686 1.146
H -0.863 -2.682 2.223
H -1.187 -1.397 3.392
H -2.503 -0.253 1.804
H -1.807 -3.784 0.576
H -0.718 -3.009 -0.546
H -2.353 -3.474 -1.047
H -4.275 -0.926 0.193
H -3.745 -1.674 -1.347
H -3.746 0.833 -1.572
H -2.651 0.960 -0.178
H -1.905 -0.552 -2.686
H -0.846 -0.154 -1.275
H -2.222 2.097 -2.862
H -0.298 3.419 -1.929
H 0.311 1.973 -1.106
H -1.291 2.657 -0.671
H 1.183 1.292 -4.656
H 0.892 3.251 1.474
H 3.014 4.331 0.425
H 4.939 2.902 0.026
H 4.914 0.464 0.426
*
```

HOMO-LUMO gap	7.46	eV
SMILES string	CC1=C(C/C=C(\C)CCC[C@@H](C)C(=O)O)C(=O)c2ccccc2C1=O
HOMO	-0.3216	Ha
electronic energy	-30355.9537	eV
largest force on an atom	0.072	Eh/bohr
relative energy (zero: lowest compared OMol25 entry of this formula, charge and spin)	0.516	eV

***

[2]
ORCA calculation (ωB97M-V/def2-TZVPD) on a molecular structure, C21H25AsN3O2S4Tc in a non-equilibrium geometry.

```
! RIJCOSX wB97M-V def2-TZVPD def2/J DEFGRID3
* xyz 2 1
Tc 0.176 -0.096 -0.011
C 1.810 -2.661 -0.651
N 0.454 -2.106 -0.856
C -0.554 -3.056 -0.305
C -0.481 -3.318 1.191
C -0.665 -2.095 2.111
N -1.154 -0.900 1.430
C -2.281 -0.418 1.806
C -2.813 0.877 1.433
C -4.040 1.306 1.932
C -4.473 2.610 1.739
C -3.656 3.525 1.088
C -2.429 3.130 0.578
C -2.019 1.793 0.705
O -0.904 1.376 0.130
C 0.187 -2.015 -2.324
C 1.115 -1.113 -3.136
C 1.089 0.370 -2.769
N 1.485 0.580 -1.380
C 2.552 1.269 -1.116
C 3.125 1.408 0.179
C 4.190 2.311 0.367
C 4.831 2.406 1.575
C 4.468 1.544 2.616
C 3.443 0.640 2.461
C 2.714 0.585 1.264
O 1.695 -0.263 1.189
H 1.895 -3.629 -1.154
H 2.010 -2.791 0.408
H 2.566 -1.989 -1.046
H -0.438 -4.020 -0.812
H -1.541 -2.667 -0.559
H 0.452 -3.815 1.450
H -1.276 -4.037 1.396
H 0.297 -1.812 2.542
H -1.331 -2.363 2.932
H -2.874 -0.974 2.533
H -4.651 0.610 2.495
H -5.427 2.927 2.137
H -3.970 4.554 0.984
H -1.752 3.845 0.125
H -0.844 -1.683 -2.454
H 0.259 -3.025 -2.742
H 0.799 -1.199 -4.177
H 2.142 -1.477 -3.090
H 0.074 0.760 -2.896
H 1.746 0.914 -3.452
H 3.099 1.735 -1.936
H 4.486 2.948 -0.458
H 5.618 3.132 1.718
H 5.001 1.589 3.556
H 3.166 -0.036 3.259
S -4.952 0.487 -1.524
As -4.116 0.288 -3.549
S -3.214 -0.663 -1.769
S -2.288 2.426 -1.659
S -2.798 2.270 -3.505
*
```

HOMO-LUMO gap (alpha / beta)	4.71 / 4.77	eV
HOMO (alpha / beta)	-0.4943 / -0.4956	Ha
electronic energy	-137111.0116	eV
largest force on an atom	0.067	Eh/bohr
relative energy (zero: lowest compared OMol25 entry of this formula, charge and spin)	0.000	eV

***

[3]
ORCA calculation (ωB97M-V/def2-TZVPD) on a molecular structure, C21H25BCdF4N3O2.

```
! RIJCOSX wB97M-V def2-TZVPD def2/J DEFGRID3
* xyz -1 1
Cd -0.072 0.061 -0.018
C 2.824 1.635 0.296
N 1.573 1.631 1.052
C 0.928 2.949 0.986
C 0.396 3.295 -0.412
C -1.112 3.154 -0.553
N -1.551 1.778 -0.339
C -2.778 1.620 0.006
C -3.526 0.412 0.225
C -4.863 0.596 0.632
C -5.716 -0.450 0.864
C -5.223 -1.756 0.688
C -3.932 -1.979 0.297
C -3.016 -0.913 0.053
O -1.822 -1.192 -0.319
C 1.831 1.301 2.465
C 2.458 -0.064 2.741
C 1.673 -1.299 2.292
N 1.532 -1.319 0.843
C 2.309 -2.061 0.160
C 2.456 -2.105 -1.284
C 3.243 -3.154 -1.787
C 3.506 -3.309 -3.127
C 2.972 -2.363 -4.015
C 2.214 -1.315 -3.563
C 1.915 -1.126 -2.181
O 1.220 -0.107 -1.825
H 3.544 2.337 0.748
H 2.649 1.914 -0.739
H 3.257 0.638 0.282
H 1.640 3.717 1.329
H 0.100 2.933 1.698
H 0.865 2.653 -1.162
H 0.669 4.322 -0.668
H -1.395 3.464 -1.564
H -1.619 3.828 0.150
H -3.375 2.531 0.153
H -5.214 1.614 0.771
H -6.734 -0.279 1.189
H -5.875 -2.602 0.875
H -3.545 -2.983 0.177
H 0.887 1.363 2.998
H 2.506 2.069 2.882
H 2.561 -0.127 3.828
H 3.469 -0.119 2.325
H 0.682 -1.303 2.747
H 2.208 -2.196 2.633
H 2.976 -2.744 0.706
H 3.651 -3.866 -1.076
H 4.108 -4.133 -3.485
H 3.163 -2.460 -5.079
H 1.803 -0.584 -4.248
F -1.075 0.554 2.289
B -1.471 0.015 3.571
F -1.570 -1.370 3.451
F -2.676 0.595 3.942
F -0.449 0.344 4.488
*
```

HOMO-LUMO gap	7.57	eV
HOMO	-0.1712	Ha
electronic energy	-46868.9748	eV
largest force on an atom	0.001	Eh/bohr
relative energy (zero: lowest compared OMol25 entry of this formula, charge and spin)	0.000	eV

***

[4]
ORCA calculation (ωB97M-V/def2-TZVPD) on a molecular structure, C21H25BrN6O5RhS.

```
! RIJCOSX wB97M-V def2-TZVPD def2/J DEFGRID3
* xyz 1 5
Rh 2.091 -2.306 0.915
N -2.016 -0.494 -0.451
C -1.360 -1.506 0.458
C -1.477 -1.093 1.912
C -0.811 -2.121 2.841
N 0.665 -2.028 2.803
C -1.272 -3.543 2.512
C -1.162 -3.909 1.036
N 0.250 -3.947 0.631
C -1.918 -2.888 0.182
H -1.609 0.444 -0.339
H -3.024 -0.430 -0.297
H -1.849 -0.739 -1.435
H -0.320 -1.497 0.168
H -2.533 -1.022 2.196
H -1.028 -0.106 2.065
H -1.152 -1.892 3.854
H 1.062 -2.825 3.298
H 0.984 -1.214 3.319
H -2.316 -3.645 2.819
H -0.705 -4.258 3.113
H -1.634 -4.885 0.891
H 0.357 -4.109 -0.367
H 0.747 -4.695 1.108
H -2.984 -2.935 0.429
H -1.807 -3.135 -0.879
Br -0.054 8.829 -2.676
C -0.490 7.025 -2.382
C -0.103 6.065 -3.313
C -0.419 4.739 -3.100
C -1.129 4.365 -1.946
C -1.524 5.347 -1.023
C -1.201 6.670 -1.240
N -1.445 3.061 -1.642
N -1.125 2.127 -2.508
C -0.229 1.181 -2.260
C -0.246 0.031 -3.099
C 0.413 -1.139 -2.783
C 1.119 -1.261 -1.573
O 1.644 -2.369 -1.139
C 1.204 -0.094 -0.748
N 1.807 -0.295 0.454
C 2.078 0.728 1.239
C 1.703 2.028 0.891
C 0.953 2.234 -0.244
C 0.643 1.148 -1.090
H 0.439 6.364 -4.199
H -0.138 3.985 -3.822
H -2.083 5.050 -0.145
H -1.501 7.431 -0.533
H -0.846 0.096 -3.999
H 0.369 -1.995 -3.444
H 2.610 0.504 2.157
H 1.983 2.852 1.532
H 0.643 3.235 -0.499
O 3.440 -2.051 2.306
S 4.081 -3.505 2.098
O 4.376 -4.073 3.366
O 2.768 -4.109 1.495
O 5.082 -3.423 1.084
*
```

HOMO-LUMO gap (alpha / beta)	6.45 / 6.94	eV
HOMO (alpha / beta)	-0.3702 / -0.4277	Ha
electronic energy	-125238.5194	eV
largest force on an atom	0.007	Eh/bohr
relative energy (zero: lowest compared OMol25 entry of this formula, charge and spin)	0.000	eV

***

[5]
ORCA calculation (ωB97M-V/def2-TZVPD) on a molecular structure, C21H25ClO9Tc.

```
! RIJCOSX wB97M-V def2-TZVPD def2/J DEFGRID3
* xyz 0 4
Tc -0.325 -0.052 0.714
C 0.091 5.486 -1.489
C 0.862 4.271 -0.959
C 2.349 4.425 -1.280
C 0.252 2.988 -1.487
C 0.835 2.229 -2.496
C 0.229 1.079 -2.979
C -1.005 0.659 -2.496
C -1.701 -0.542 -3.076
C -1.597 1.416 -1.480
C -0.969 2.555 -0.978
H 0.504 6.407 -1.075
H -0.967 5.434 -1.225
H 0.168 5.536 -2.577
H 0.747 4.249 0.130
H 2.500 4.618 -2.344
H 2.911 3.532 -1.007
H 2.762 5.271 -0.728
H 1.786 2.530 -2.918
H 0.718 0.508 -3.759
H -1.388 -1.450 -2.560
H -1.463 -0.655 -4.132
H -2.783 -0.453 -2.973
H -2.609 1.180 -1.171
H -1.469 3.136 -0.210
O 0.180 -4.073 0.200
Cl 0.588 -2.728 0.048
O 1.543 -2.564 -0.979
O -0.630 -1.923 -0.311
O 1.048 -2.171 1.293
O 0.745 1.445 1.622
C 1.826 1.141 0.970
O 1.724 0.358 0.000
C 3.120 1.684 1.415
C 4.281 1.168 0.853
C 5.534 1.630 1.245
C 5.560 2.617 2.201
O 6.644 3.233 2.746
C 6.142 4.199 3.666
O 4.724 4.096 3.681
C 4.397 3.133 2.764
C 3.159 2.685 2.398
H 4.191 0.396 0.101
H 6.448 1.229 0.830
H 6.436 5.202 3.344
H 6.538 3.997 4.664
H 2.246 3.069 2.830
C -1.359 0.595 3.829
O -2.358 0.092 2.937
C -2.051 -0.181 1.686
C -3.277 -0.703 0.985
H -1.537 1.659 3.978
H -0.356 0.438 3.439
H -1.475 0.068 4.773
H -3.951 -1.168 1.704
H -2.995 -1.415 0.211
H -3.804 0.131 0.514
*
```

HOMO-LUMO gap (alpha / beta)	8.62 / 7.93	eV
HOMO (alpha / beta)	-0.3047 / -0.2980	Ha
electronic energy	-55322.5309	eV
largest force on an atom	0.019	Eh/bohr

***

[6]
ORCA calculation (ωB97M-V/def2-TZVPD) on a single C21H25FN6O5S molecule in a non-equilibrium geometry.

```
! RIJCOSX wB97M-V def2-TZVPD def2/J DEFGRID3
* xyz 0 1
C 5.078 -0.543 3.183
O 4.365 -0.511 1.973
C 3.920 -1.783 1.558
C 3.040 -1.596 0.318
C 2.707 -2.927 -0.355
N 1.849 -0.863 0.690
C 1.585 0.457 0.463
C 2.570 1.413 -0.125
O 2.199 2.755 0.072
C 1.054 3.244 -0.473
C 0.639 4.482 0.021
C -0.475 5.124 -0.478
C -1.214 4.547 -1.497
C -0.825 3.323 -2.008
C 0.290 2.686 -1.496
F 0.620 1.487 -2.051
N 0.401 0.768 0.911
N -0.129 -0.325 1.478
C 0.731 -1.297 1.350
S 0.546 -2.887 2.034
C -1.077 -3.447 1.382
C -2.073 -2.319 1.331
O -2.806 -2.164 2.306
C -2.145 -1.490 0.142
C -2.948 -0.333 0.173
N -3.675 -0.034 1.244
N -3.017 0.490 -0.909
C -3.806 1.706 -0.858
C -2.384 0.203 -2.114
O -2.559 0.892 -3.095
N -1.577 -0.893 -2.115
C -0.859 -1.159 -3.350
C -1.319 -1.721 -1.018
O -0.443 -2.563 -1.132
H 4.456 -0.932 3.998
H 5.977 -1.166 3.096
H 5.365 0.483 3.401
H 3.336 -2.269 2.354
H 4.776 -2.428 1.310
H 3.581 -0.955 -0.385
H 1.820 -2.821 -0.974
H 2.516 -3.698 0.385
H 3.540 -3.238 -0.979
H 3.517 1.304 0.416
H 2.742 1.191 -1.188
H 1.228 4.919 0.811
H -0.766 6.080 -0.071
H -2.083 5.045 -1.898
H -1.369 2.843 -2.806
H -0.891 -3.901 0.413
H -1.410 -4.182 2.115
H -4.051 0.887 1.377
H -3.525 -0.677 2.034
H -3.771 2.148 -1.852
H -4.844 1.480 -0.606
H -3.379 2.409 -0.142
H -1.527 -0.975 -4.189
H 0.006 -0.500 -3.429
H -0.530 -2.195 -3.334
*
```

HOMO-LUMO gap	8.96	eV
SMILES string	COC[C@@H](C)n1c(COc2ccccc2F)nnc1SCC(=O)c1c(N)n(C)c(=O)n(C)c1=O
HOMO	-0.3050	Ha
electronic energy	-54914.3028	eV
largest force on an atom	0.020	Eh/bohr
relative energy (zero: lowest compared OMol25 entry of this formula, charge and spin)	0.085	eV

***

[7]
ORCA calculation (ωB97M-V/def2-TZVPD) on a molecular structure, C21H25I3InN2O6.

```
! RIJCOSX wB97M-V def2-TZVPD def2/J DEFGRID3
* xyz -1 1
C -4.033 3.300 -6.489
C -2.521 3.502 -6.667
C -1.705 3.039 -5.445
In -0.591 4.568 -4.311
I 0.579 6.470 -5.990
C 1.044 3.511 -3.262
C 0.420 2.310 -2.528
C 1.413 1.618 -1.638
O 2.425 1.077 -1.998
O 1.158 1.710 -0.295
C -1.811 5.622 -2.734
I -1.068 5.386 -0.741
C -2.897 6.378 -2.876
C -3.754 7.105 -1.889
I -3.613 6.667 -4.846
H -4.303 2.278 -6.769
H -4.623 3.995 -7.088
H -4.308 3.428 -5.440
H -2.209 2.904 -7.530
H -2.309 4.539 -6.933
H -0.934 2.332 -5.767
H -2.336 2.493 -4.738
H 1.579 4.159 -2.567
H 1.753 3.131 -3.999
H 0.039 1.600 -3.265
H -0.434 2.639 -1.931
H 0.199 1.755 -0.178
H -3.383 6.973 -0.875
H -3.805 8.171 -2.123
H -4.780 6.728 -1.935
C 1.071 -2.586 3.409
C -0.060 -3.319 3.070
C -0.879 -2.900 2.036
C -0.546 -1.743 1.357
C 0.576 -0.996 1.670
C 1.386 -1.429 2.709
N -1.409 -1.305 0.245
O -2.359 -2.004 -0.041
O -1.115 -0.275 -0.323
H 1.706 -2.922 4.215
H -0.304 -4.222 3.614
H -1.761 -3.458 1.759
H 0.828 -0.111 1.104
H 2.270 -0.862 2.966
C 3.127 -8.408 6.152
C 4.325 -7.803 5.794
C 4.417 -6.422 5.736
C 3.297 -5.674 6.043
C 2.093 -6.252 6.400
C 2.014 -7.634 6.453
N 3.389 -4.205 5.987
O 4.444 -3.718 5.646
O 2.393 -3.568 6.273
H 3.061 -9.487 6.197
H 5.189 -8.407 5.557
H 5.338 -5.935 5.455
H 1.239 -5.634 6.631
H 1.081 -8.106 6.729
*
```

HOMO-LUMO gap	5.32	eV
HOMO	-0.1857	Ha
electronic energy	-66920.4112	eV
largest force on an atom	0.011	Eh/bohr

***

[8]
ORCA calculation (ωB97M-V/def2-TZVPD) on a single C21H25N3O3 molecule.

```
! RIJCOSX wB97M-V def2-TZVPD def2/J DEFGRID3
* xyz 0 1
C 4.185 -5.144 -6.437
C 4.884 -4.670 -5.170
O 3.996 -3.941 -4.326
C 3.208 -4.659 -3.512
O 3.237 -5.865 -3.446
C 2.314 -3.806 -2.697
C 2.290 -2.419 -2.820
C 1.439 -1.658 -2.044
C 0.593 -2.278 -1.126
N -0.292 -1.570 -0.312
C -0.516 -0.220 -0.247
O 0.064 0.600 -0.913
C -1.600 0.108 0.779
N -1.860 1.524 0.864
C -0.770 2.261 1.480
C -1.078 3.757 1.393
N -2.326 4.091 2.043
C -2.369 4.392 3.398
C -1.244 4.331 4.226
C -1.314 4.707 5.554
C -2.502 5.150 6.106
C -3.624 5.225 5.297
C -3.561 4.860 3.968
C -3.396 3.328 1.439
C -3.110 1.824 1.537
C 0.615 -3.669 -1.002
C 1.466 -4.424 -1.779
H 4.902 -5.639 -7.086
H 3.750 -4.299 -6.965
H 3.396 -5.848 -6.182
H 5.280 -5.527 -4.614
H 5.691 -3.972 -5.403
H 2.944 -1.939 -3.530
H 1.422 -0.586 -2.143
H -0.847 -2.153 0.301
H -1.301 -0.328 1.755
H -2.521 -0.391 0.457
H 0.147 2.047 0.932
H -0.638 1.962 2.537
H -0.266 4.350 1.809
H -1.185 4.017 0.335
H -0.298 3.979 3.845
H -0.425 4.642 6.167
H -2.554 5.436 7.145
H -4.560 5.583 5.703
H -4.446 4.963 3.359
H -4.348 3.544 1.919
H -3.459 3.605 0.382
H -3.916 1.269 1.050
H -3.079 1.534 2.605
H -0.040 -4.153 -0.291
H 1.491 -5.499 -1.692
*
```

HOMO-LUMO gap	8.17	eV
SMILES string	CCOC(=O)c1ccc(NC(=O)CN2CCN(c3ccccc3)CC2)cc1
HOMO	-0.2806	Ha
electronic energy	-32796.3521	eV
largest force on an atom	0.011	Eh/bohr
relative energy (zero: lowest compared OMol25 entry of this formula, charge and spin)	0.992	eV